Entry 1:
17
Properties=species:S:1:pos:R:3 method="wB97M-V/def2-TZVPD" homo_energy_ev=-8.541 e_above_lowest_kcal_mol=53.7 multiplicity=1
C -1.141 1.639 -0.203
C -0.366 0.286 -0.239
C 1.051 0.312 0.105
C 2.059 -0.795 -0.028
C -1.150 -0.987 -0.222
C -2.472 -0.931 0.082
H -1.674 1.639 0.715
H -1.820 1.746 -0.955
H -0.641 2.597 -0.092
H 1.595 1.375 0.252
H 1.977 -1.453 0.923
H 1.990 -1.541 -0.807
H 3.583 0.186 0.672
H -3.126 -1.808 0.025
H -2.875 0.047 0.192
O 3.413 -0.248 -0.260
F -0.403 -2.066 -0.160



Entry 2:
69
Properties=species:S:1:pos:R:3 method="wB97M-V/def2-TZVPD" homo_energy_ev="-6.964 / -6.877" multiplicity=3
Re 0.780 0.291 -1.937
S -0.585 -1.684 -1.307
P -0.534 -0.601 0.434
C 0.828 0.390 0.256
P 2.391 -0.288 0.507
S 3.138 -0.196 -1.387
C 3.299 0.743 1.696
C 4.577 1.216 1.428
C 5.208 2.071 2.325
C 4.565 2.448 3.492
C 3.285 1.976 3.767
C 2.648 1.137 2.866
C 2.617 -1.982 1.125
C 2.889 -2.230 2.470
C 3.041 -3.535 2.924
C 2.932 -4.596 2.038
C 2.667 -4.355 0.695
C 2.509 -3.055 0.237
C -0.697 -1.674 1.886
C -0.539 -3.053 1.794
C -0.612 -3.839 2.938
C -0.834 -3.250 4.174
C -0.998 -1.872 4.272
C -0.937 -1.085 3.131
C -2.010 0.460 0.509
C -1.896 1.774 0.954
C -3.019 2.594 0.992
C -4.253 2.107 0.585
C -4.370 0.796 0.140
C -3.251 -0.024 0.104
H 5.073 0.924 0.509
H 6.200 2.446 2.108
H 5.053 3.122 4.186
H 2.780 2.277 4.676
H 1.636 0.799 3.057
H 2.990 -1.408 3.166
H 3.251 -3.719 3.971
H 3.067 -5.613 2.391
H 2.588 -5.183 -0.001
H 2.311 -2.864 -0.808
H -0.360 -3.506 0.827
H -0.486 -4.913 2.863
H -0.889 -3.865 5.065
H -1.183 -1.415 5.237
H -1.082 -0.012 3.200
H -0.916 2.148 1.230
H -2.925 3.620 1.326
H -5.126 2.750 0.608
H -5.332 0.417 -0.185
H -3.334 -1.043 -0.259
C -1.049 5.078 -4.913
C -1.682 3.731 -5.160
O -0.643 2.718 -5.209
P -0.658 1.508 -4.184
S 1.017 0.453 -4.380
S -0.886 2.053 -2.261
O -1.968 0.748 -4.680
C -2.506 -0.411 -4.007
C -3.771 -0.815 -4.727
H -1.818 5.854 -4.899
H -0.327 5.312 -5.697
H -0.532 5.081 -3.952
H -2.194 3.689 -6.119
H -2.403 3.486 -4.380
H -2.697 -0.155 -2.966
H -1.763 -1.207 -4.031
H -4.513 -0.015 -4.686
H -4.191 -1.705 -4.249
H -3.566 -1.048 -5.774



Entry 3:
12
Properties=species:S:1:pos:R:3 method="wB97M-V/def2-TZVPD" homo_energy_ev=-9.855 e_above_lowest_kcal_mol=69.0 multiplicity=1
C -0.899 0.838 1.639
N 1.297 -1.068 -1.876
C -0.510 0.287 0.300
C 1.467 -0.817 -0.667
O 0.270 -0.688 -2.642
O -1.257 0.191 -0.644
O 0.761 -0.116 0.323
H -0.472 -0.299 -2.108
H 2.368 -1.203 -0.218
H -1.540 0.109 2.123
H -0.020 1.011 2.253
H -1.467 1.754 1.515



Entry 4:
58
Properties=species:S:1:pos:R:3 method="wB97M-V/def2-TZVPD" homo_energy_ev=-9.254 e_above_lowest_kcal_mol=8.5 multiplicity=1
Rh 0.059 0.189 -0.596
C -4.385 1.026 0.623
N -3.315 1.421 1.525
C -3.659 1.720 2.910
C -2.032 1.190 1.165
N -1.735 0.544 0.077
N -1.066 1.680 1.982
C 0.277 1.226 2.039
N 0.872 1.619 3.221
N 0.867 0.588 1.128
H -5.293 1.553 0.907
H -4.573 -0.052 0.660
H -4.139 1.314 -0.399
H -4.691 1.426 3.080
H -3.573 2.787 3.133
H -3.034 1.152 3.599
H -2.457 -0.040 -0.324
H -1.323 2.386 2.651
H 0.280 1.530 4.034
H 1.764 1.154 3.380
H 2.211 -0.164 1.311
O -1.486 -1.875 1.772
Cl -1.212 -2.455 0.490
O -0.901 -3.833 0.589
O -2.285 -2.202 -0.427
O 0.035 -1.795 -0.057
N -3.727 2.708 -4.442
C -2.831 2.099 -3.648
N -2.443 2.724 -2.518
N -2.433 0.893 -4.011
C -1.577 0.317 -3.213
N -0.821 -0.180 -2.493
H -4.034 3.648 -4.279
H -3.999 2.237 -5.286
H -2.631 3.710 -2.434
H -1.578 2.425 -2.064
C 1.968 -2.697 2.711
S 3.191 -1.430 2.756
O 4.483 -2.029 2.856
O 2.788 -0.472 3.764
O 3.069 -0.763 1.366
H 2.023 -3.232 3.657
H 2.183 -3.362 1.879
H 0.990 -2.235 2.587
F 1.464 3.876 0.310
C 1.660 3.944 -1.004
F 2.903 4.385 -1.221
F 0.807 4.860 -1.491
C 1.389 2.563 -1.672
O 0.194 2.102 -1.202
C 1.317 2.738 -3.226
F 2.289 3.510 -3.717
F 1.379 1.546 -3.829
F 0.150 3.296 -3.578
C 2.600 1.618 -1.360
F 3.588 1.725 -2.237
F 3.092 1.802 -0.150
F 2.169 0.306 -1.429



Entry 5:
6
Properties=species:S:1:pos:R:3 method="wB97M-V/def2-TZVPD" homo_energy_ev=-9.629 e_above_lowest_kcal_mol=0.0 multiplicity=1 smiles="O=C=NPCl"
C -2.169 -0.863 1.661
N -1.184 -0.500 0.999
O -3.187 -1.048 2.182
P 0.374 0.193 0.976
Cl 1.558 -1.426 1.222
H 0.496 0.227 -0.522



Entry 6:
14
Properties=species:S:1:pos:R:3 method="wB97M-V/def2-TZVPD" homo_energy_ev=-8.990 e_above_lowest_kcal_mol=143.1 multiplicity=1
C -1.332 0.090 1.232
C -0.112 1.335 -1.984
C 0.804 -0.631 -0.021
C 0.941 -1.419 1.119
H -2.232 0.560 1.014
H -0.530 0.439 1.991
H -1.487 -0.909 1.580
H -0.855 1.800 -2.691
H 1.130 1.531 -1.922
H 2.402 -1.191 -0.676
N -0.527 -0.186 -0.089
N -0.914 0.729 -0.984
N 1.857 -0.390 -0.915
N 0.853 -1.758 2.345



Entry 7:
80
Properties=species:S:1:pos:R:3 method="wB97M-V/def2-TZVPD" total_charge=+1 homo_energy_ev="-10.023 / -10.023" multiplicity=5
Cr 7.692 11.430 12.358
C 8.907 10.814 15.090
N 8.431 10.363 13.808
C 8.774 9.182 13.219
C 8.689 8.974 11.813
C 9.050 7.864 10.845
C 8.459 8.229 9.625
C 7.755 9.457 9.828
N 7.903 9.875 11.137
C 8.518 12.308 15.272
C 7.433 12.821 14.610
C 6.863 14.049 14.936
C 7.555 14.882 15.871
C 8.732 14.420 16.379
C 9.185 13.102 16.182
H 9.984 10.656 15.146
H 8.540 10.218 15.945
H 9.074 8.347 13.848
H 9.611 6.974 11.189
H 8.484 7.652 8.716
H 7.046 9.930 9.131
H 6.930 12.216 13.804
H 5.910 14.378 14.588
H 7.160 15.872 16.269
H 9.382 15.081 16.992
H 10.086 12.769 16.640
C 19.275 14.649 12.238
C 19.140 13.313 11.554
O 18.026 13.307 10.611
P 16.821 12.254 10.759
O 17.743 10.963 10.246
C 17.201 9.651 10.220
C 17.833 8.820 11.298
O 16.084 12.649 9.375
C 15.119 13.717 9.237
C 14.500 13.696 7.804
H 20.010 14.660 13.055
H 18.239 14.999 12.552
H 19.554 15.382 11.509
H 18.955 12.483 12.220
H 20.032 13.106 10.992
H 17.474 9.210 9.237
H 16.090 9.732 10.240
H 18.883 8.655 11.141
H 17.432 7.832 11.370
H 17.813 9.392 12.282
H 15.662 14.656 9.455
H 14.316 13.578 10.016
H 15.206 14.158 7.099
H 13.522 14.317 7.859
H 14.283 12.638 7.550
C 9.151 20.755 8.598
C 8.566 19.773 9.544
S 9.275 18.140 9.439
O 10.353 18.061 10.353
O 9.349 17.837 8.000
C 7.896 17.073 10.168
C 7.378 15.979 9.209
N 7.769 14.600 9.668
C 7.144 13.828 10.598
N 7.953 12.898 11.117
C 9.218 13.119 10.572
C 9.061 14.070 9.571
N 9.899 14.343 8.484
O 11.075 13.927 8.521
O 9.383 15.005 7.495
C 5.707 13.901 10.997
H 8.776 21.776 8.771
H 8.932 20.582 7.562
H 10.214 20.999 8.747
H 7.452 19.634 9.384
H 8.683 20.066 10.590
H 6.989 17.738 10.401
H 8.307 16.628 11.076
H 7.778 16.108 8.182
H 6.292 16.015 9.235
H 10.144 12.582 10.863
H 5.187 13.275 10.316
H 5.388 14.965 11.056
H 5.673 13.481 11.990



Entry 8:
56
Properties=species:S:1:pos:R:3 method="wB97M-V/def2-TZVPD" total_charge=+1 homo_energy_ev=-13.038 multiplicity=1
C 3.578 -1.592 1.504
C 3.126 -0.560 2.541
C 3.806 0.814 2.397
C 2.930 1.990 2.818
C 2.141 2.611 1.669
C 1.164 1.679 0.983
C -0.140 1.455 1.747
C -1.280 1.104 0.778
C -2.333 0.227 1.382
C -3.001 0.638 2.702
N -3.375 -0.693 3.294
C -2.703 -1.638 2.588
N -2.786 -2.945 2.824
N -1.929 -1.171 1.574
H 2.735 -2.169 1.139
H 4.296 -2.287 1.924
H 4.058 -1.125 0.652
H 2.050 -0.415 2.500
H 3.353 -0.941 3.531
H 4.191 0.944 1.389
H 4.679 0.800 3.043
H 2.279 1.658 3.626
H 3.569 2.768 3.224
H 2.866 2.928 0.922
H 1.645 3.511 2.021
H 0.901 2.103 0.017
H 1.615 0.712 0.779
H -0.403 2.335 2.329
H -0.019 0.622 2.445
H -1.725 2.008 0.380
H -0.824 0.555 -0.030
H -3.176 0.167 0.693
H -2.381 1.144 3.434
H -3.929 1.167 2.550
H -3.077 -0.785 4.267
H -2.902 -3.568 2.039
H -2.788 -3.334 3.754
H -0.964 -1.266 1.908
C -1.218 -0.984 -5.571
C -1.851 0.396 -5.293
C -0.934 1.612 -5.096
F -0.151 1.479 -4.006
F -1.710 2.703 -4.912
F -2.711 0.303 -4.252
F -2.580 0.695 -6.402
O -1.107 -1.918 -4.498
C -0.022 -2.004 -3.666
C -0.426 -1.766 -2.205
F -0.951 -0.534 -2.045
F 0.669 -1.857 -1.410
F 0.990 -1.202 -4.036
F 0.431 -3.276 -3.715
H -1.925 -1.463 -6.244
H -0.282 -0.892 -6.120
H -0.306 1.769 -5.976
H -1.159 -2.511 -1.889



Entry 9:
55
Properties=species:S:1:pos:R:3 method="wB97M-V/def2-TZVPD" total_charge=+1 homo_energy_ev=-11.516 e_above_lowest_kcal_mol=7.9 multiplicity=1
Ti 0.235 0.349 0.813
I 1.224 -2.242 -0.221
C -0.642 -3.102 0.238
C -0.989 -4.338 -0.209
C -2.201 -4.898 0.257
C -2.966 -4.233 1.173
C -2.585 -2.956 1.652
C -3.301 -2.276 2.670
C -2.860 -1.083 3.166
C -1.713 -0.475 2.611
C -1.029 -1.059 1.573
C -1.417 -2.348 1.135
H -0.354 -4.892 -0.887
H -2.494 -5.876 -0.099
H -3.872 -4.684 1.559
H -4.192 -2.742 3.073
H -3.387 -0.594 3.974
H -1.383 0.471 3.032
C 1.545 0.492 -2.207
N 0.539 0.879 -1.208
C -0.361 1.742 -1.610
C -1.257 2.273 -0.678
C -2.284 3.204 -0.755
C -2.752 3.383 0.551
C -2.016 2.536 1.367
N -1.096 1.858 0.639
C 0.976 -0.214 -3.422
C -0.231 -0.903 -3.380
C -0.697 -1.571 -4.506
C 0.041 -1.556 -5.680
C 1.244 -0.864 -5.729
C 1.705 -0.193 -4.606
H 2.286 -0.147 -1.727
H 2.086 1.386 -2.525
H -0.391 2.065 -2.648
H -2.633 3.693 -1.650
H -3.536 4.046 0.876
H -2.103 2.414 2.434
H -0.824 -0.917 -2.474
H -1.640 -2.101 -4.466
H -0.323 -2.072 -6.558
H 1.821 -0.837 -6.643
H 2.640 0.354 -4.651
F 5.349 4.054 3.850
C 4.415 3.218 3.424
C 3.650 3.541 2.315
F 3.849 4.684 1.672
C 2.682 2.657 1.890
F 1.923 2.940 0.818
C 2.448 1.451 2.533
O 1.495 0.607 2.083
C 3.225 1.147 3.643
F 3.019 -0.002 4.281
C 4.200 2.019 4.087
F 4.933 1.713 5.148



Sequential energy output: -409.01199 -3968.79073 -397.72667 -3392.28978 -970.27425 -374.83331 -3598.21916 -1664.65724 -2908.24004 Eh